Entry 1:
C6H13N3 | ωB97M-V/def2-TZVPD

```
22
Properties=species:S:1:pos:R:3:forces:R:3:lowdin_charge:R:1
C 2.7937 -0.3114 0.0894 -2.825 -2.589 -3.558 -0.023
C 0.7248 0.9781 0.1168 6.992 0.237 1.915 -0.264
C -0.3610 1.3340 -0.6741 -5.201 0.020 -1.102 -0.283
C -1.7214 1.0778 -0.0276 -2.816 1.723 -1.479 -0.257
C -1.8876 -0.2123 0.6372 0.288 -4.898 0.453 -0.215
C 0.5776 -1.7410 -0.0832 -1.713 -1.084 -1.174 -0.215
H 3.3290 -1.2738 -0.4554 -1.363 2.860 0.755 0.130
H 3.0324 -0.4451 1.0681 1.217 0.330 2.877 0.016
H 2.8279 0.7643 -0.3120 1.514 -2.397 0.477 0.075
H 1.5795 1.3858 -0.4791 -1.100 0.099 0.221 0.055
H 1.1399 1.8847 1.1369 -2.037 -3.238 -1.935 0.221
H -0.5120 2.4099 -0.7754 1.164 0.073 -0.890 0.118
H -0.3634 0.7004 -1.6228 0.197 1.260 0.884 0.159
H -2.0225 1.7648 0.8289 0.795 0.019 -1.255 0.125
H -2.4934 1.3251 -0.9560 1.359 -1.000 2.615 0.164
H -2.9044 -0.4712 1.0053 0.604 1.212 0.387 0.109
H -1.0904 -0.4072 1.4741 -1.516 0.749 -1.140 0.147
H -2.7143 -2.0354 -0.2473 3.452 1.077 0.029 0.165
H 1.2649 -2.5994 -0.2472 -0.106 1.081 0.258 0.105
N 1.2023 -0.4973 0.0871 1.837 3.190 0.593 -0.123
N -1.7474 -1.4861 -0.2317 -5.016 2.837 0.368 -0.140
N -0.6542 -2.1447 -0.3322 4.274 -1.562 0.702 -0.069
```
Positions in Å, forces in eV/Å.

Calculated values
LUMO energy ... 0.90 eV
2S+1 ... 1

Entry 2:
C6H13N3 | ωB97M-V/def2-TZVPD

```
22
Properties=species:S:1:pos:R:3:forces:R:3:lowdin_charge:R:1
H 2.0220 2.0522 -0.3140 0.236 -0.206 0.113 0.067
N 1.5404 1.2919 -0.7883 -0.309 0.560 -0.091 0.125
C 1.9445 0.1308 -0.4851 -0.492 -0.131 -0.282 -0.531
C 1.3150 -1.0720 -1.1199 0.024 -0.028 0.057 -0.029
N 3.0360 -0.1368 0.2943 1.083 -0.031 -0.200 0.054
C 3.1506 -0.2310 1.5339 -0.312 -0.022 0.363 -0.001
H 0.7198 -0.7609 -1.9721 -0.038 0.014 -0.012 0.078
H 2.0809 -1.7775 -1.4322 0.031 -0.068 -0.024 0.077
H 0.6666 -1.5568 -0.3906 -0.046 -0.066 0.044 0.074
H 2.3182 -0.1633 2.2378 -0.129 0.083 -0.039 0.083
H 4.1360 -0.3969 1.9502 0.141 -0.079 0.092 0.071
C -1.2330 -0.0133 1.2214 0.122 -0.127 0.216 -0.007
C -1.9099 0.3254 0.1243 -0.262 0.085 -0.115 -0.501
C -3.2779 -0.2172 -0.1767 0.145 0.031 0.074 -0.060
N -1.4482 1.2534 -0.7883 -0.126 -0.013 -0.117 0.090
H -0.2594 0.3974 1.4246 0.209 0.163 0.026 0.029
H -1.6464 -0.6768 1.9577 -0.168 -0.164 0.079 0.041
H -3.2641 -0.7877 -1.1063 -0.028 -0.031 -0.070 0.076
H -3.6229 -0.8647 0.6236 -0.024 -0.048 0.026 0.071
H -3.9843 0.6033 -0.2955 -0.074 0.045 -0.030 0.079
H -0.4471 1.4221 -0.7837 -0.007 0.005 -0.140 0.027
H -1.8369 1.1786 -1.7151 0.023 0.028 0.027 0.085
```
Positions in Å, forces in eV/Å.

Calculated values
Structure (SMILES) ... [H]/N=C(/C)N=C.C=C(C)N
LUMO energy ... 0.93 eV
2S+1 ... 1

Entry 3:
C6H13N3O3S | ωB97M-V/def2-TZVPD

```
26
Properties=species:S:1:pos:R:3:forces:R:3:lowdin_charge:R:1
C -3.0306 -0.2118 0.5433 0.311 0.748 -0.986 -0.180
C -2.3614 0.9698 0.0832 -1.807 0.295 0.728 -0.340
C -2.9450 2.0227 -0.7722 -1.541 0.924 -0.204 -0.060
C 2.7272 -0.5559 1.0978 3.854 -1.025 2.222 -0.251
C 2.8747 -0.9100 -0.3516 -1.175 1.627 -0.188 -0.146
C 0.7358 -1.0521 -1.5978 0.244 2.333 -0.817 -0.128
N -1.0796 1.1979 0.3057 2.458 1.596 0.037 -0.083
N -0.4015 0.5872 1.2276 -3.340 -0.573 0.885 -0.012
N -2.4008 -1.3582 0.5926 0.880 -0.851 0.811 -0.234
O -0.7966 -3.1583 0.4850 0.605 0.235 -0.129 -0.496
O 2.6857 0.7934 1.5385 -1.657 -1.090 0.003 -0.042
O 1.7241 -0.3249 -1.0264 1.247 0.121 0.368 -0.188
S -0.8186 -1.6751 0.5066 -2.174 -1.648 0.480 0.915
H -4.1436 -0.3099 0.6294 1.089 0.585 -0.242 0.123
H -3.1942 3.0450 -0.3734 0.566 -0.953 0.257 0.095
H -3.8943 1.7007 -1.2116 0.346 -0.124 -0.230 0.082
H -2.1879 2.1464 -1.5314 -0.162 0.405 -0.831 0.069
H 3.6296 -1.0463 1.7144 -1.497 0.657 -1.528 0.165
H 1.9141 -1.0954 1.4773 -1.614 -0.283 0.613 0.077
H 2.8670 -1.9710 -0.4042 0.005 -1.052 -0.278 0.119
H 3.7837 -0.5083 -0.8076 -0.158 0.014 -0.090 0.131
H 0.1675 -0.3243 -2.1970 -0.298 -0.712 0.283 0.079
H 0.9403 -1.9842 -2.0179 0.468 -1.625 -0.433 0.049
H -0.6649 2.0675 -0.1919 -0.690 -1.902 0.769 0.205
H 0.5514 0.6854 1.2334 2.823 1.247 -0.631 -0.015
H 3.3178 1.2697 1.0481 1.219 1.051 -0.869 0.068
```
Positions in Å, forces in eV/Å.

Calculated values
LUMO energy (alpha / beta) ... 0.45 / -1.04 eV
2S+1 ... 3
⟨S²⟩ ... 2.166

Entry 4:
C6H13N3P | ωB97M-V/def2-TZVPD

```
23
Properties=species:S:1:pos:R:3:forces:R:3:lowdin_charge:R:1
C 0.4822 0.8491 0.1951 -0.128 -0.424 0.462 -0.169
C 0.2501 1.8874 -0.8040 -0.099 0.145 -0.079 -0.384
C 1.1597 0.9914 1.3339 -0.280 0.067 -0.418 -0.042
C -0.1824 -0.3999 -0.3411 0.886 -0.360 0.835 -0.356
C 1.4006 -0.0589 2.3465 0.045 -0.069 0.119 -0.056
C 0.8248 -1.2440 -1.1092 -0.141 -0.007 -0.137 -0.021
N 0.7316 3.0338 -0.8088 0.492 0.485 0.231 0.203
N -0.6454 1.3092 -1.7534 0.273 0.678 -0.698 0.047
N -1.1997 0.1549 -1.2701 -1.448 -3.930 -2.892 -0.400
P -2.8812 0.3317 -0.5382 0.151 0.408 0.293 0.961
H 1.5787 1.9651 1.5442 0.056 0.198 -0.135 0.129
H -0.6855 -0.9904 0.4311 -0.058 0.091 -0.188 0.135
H 2.4649 -0.3036 2.3598 0.016 -0.051 0.043 0.099
H 0.8372 -0.9707 2.1620 -0.007 -0.070 0.047 0.074
H 1.1588 0.3256 3.3383 -0.014 -0.084 0.013 0.094
H 1.3694 -0.6277 -1.8248 -0.008 -0.011 -0.004 0.103
H 0.3194 -2.0526 -1.6432 0.016 -0.128 0.025 0.079
H 1.5464 -1.6786 -0.4223 0.007 -0.017 0.056 0.099
H 0.4976 3.6712 -1.5567 -0.213 -0.038 -0.217 0.074
H -1.1989 1.8999 -2.3627 -0.126 -0.219 0.143 0.157
H -1.3488 -0.9956 -2.2932 0.697 3.560 2.668 0.340
H -3.1104 -1.0496 -0.5729 -0.044 -0.265 -0.015 -0.081
H -3.4763 0.5422 -1.7927 -0.073 0.042 -0.155 -0.086
```
Positions in Å, forces in eV/Å.

Calculated values
LUMO energy ... -5.23 eV
2S+1 ... 1
Total charge ... +1

Entry 5:
C6H13NO | ωB97M-V/def2-TZVPD

```
21
Properties=species:S:1:pos:R:3:forces:R:3:lowdin_charge:R:1
C -1.0598 -0.8607 0.8053 -1.230 -0.426 -1.913 -0.282
C 0.3687 -0.3079 0.9115 -0.857 0.252 -0.286 -0.190
C 0.7844 0.2172 -0.4726 -0.075 0.392 -0.810 -0.303
C -1.0812 -2.3644 0.5270 0.117 -0.046 0.271 -0.152
C 2.0311 1.1040 -0.4483 -0.111 -0.186 -0.017 -0.065
C -0.4489 0.9135 -1.0398 -1.714 -0.477 -0.796 -0.468
N -0.6568 2.1858 -0.6886 0.412 0.336 -0.040 0.212
O -1.4143 0.3011 -1.6137 2.645 1.556 -0.436 -0.029
H -1.5893 -0.6675 1.7419 -0.223 0.164 -0.278 0.084
H -1.4631 2.6642 -1.0542 -0.118 -0.134 0.161 0.125
H -0.0555 2.6639 -0.0402 0.120 0.067 -0.213 0.105
H 0.3893 0.5346 1.6119 0.024 -0.005 -0.025 0.108
H 1.1000 -1.0420 1.2750 -0.122 0.028 -0.178 0.119
H 0.9527 -0.6301 -1.1426 -0.017 -0.006 0.074 0.148
H -1.6379 -0.4118 -0.4147 1.021 -1.395 4.513 0.163
H -0.5125 -2.9391 1.2676 0.016 -0.068 -0.048 0.062
H -0.6738 -2.5795 -0.4633 0.082 -0.072 0.004 0.065
H -2.1051 -2.7410 0.5341 -0.005 -0.007 -0.010 0.064
H 2.2515 1.5160 -1.4335 0.025 0.022 0.023 0.083
H 1.9311 1.9276 0.2620 -0.010 0.018 0.004 0.070
H 2.8894 0.5158 -0.1249 0.020 -0.012 0.001 0.082
```
Positions in Å, forces in eV/Å.

Calculated values
LUMO energy ... 0.80 eV
2S+1 ... 1

Entry 6:
C6H13NO | ωB97M-V/def2-TZVPD

```
21
Properties=species:S:1:pos:R:3:forces:R:3:lowdin_charge:R:1
C -2.2104 -0.7792 0.5384 -0.649 0.300 -2.783 -0.048
C -1.0539 -0.4377 -0.3709 -0.052 -0.372 -3.283 -0.300
N 0.0686 -1.4815 -0.4767 1.033 2.654 -0.668 0.037
C 1.0401 -0.2494 -0.5091 1.540 -1.899 0.834 -0.280
C 2.1715 -0.6593 0.4853 1.487 3.117 -1.149 -0.060
C -0.0296 0.6617 0.0167 -1.814 -0.813 -0.088 -0.571
C -0.1684 2.0475 -0.5323 -1.147 0.366 0.618 -0.007
O 0.0545 0.7217 1.4218 0.825 -0.857 0.376 -0.017
H -2.5335 -1.7885 0.3064 -0.164 -0.193 -0.024 0.077
H -2.9777 -0.0880 0.1603 -0.308 -0.260 0.683 0.085
H -2.0894 -0.6889 1.5724 0.612 0.351 1.462 0.052
H -1.4286 -0.2029 -1.5140 0.502 -0.495 2.752 0.180
H 0.2596 -1.8800 -1.3942 -1.160 -0.404 0.057 0.091
H 1.4793 0.0354 -1.4900 -0.619 -0.289 0.389 0.150
H 2.5981 0.1884 1.1371 -1.081 -1.249 -0.600 0.115
H 3.0509 -0.9107 -0.0978 0.107 -0.546 -0.121 0.067
H 1.7930 -1.5087 0.9701 -0.044 -1.013 1.211 0.052
H 0.8299 2.4069 -0.3763 0.450 1.073 -0.288 0.077
H -0.5072 2.1269 -1.5926 0.442 -0.235 0.854 0.096
H -0.8843 2.6121 0.1422 0.834 -0.484 -0.890 0.111
H 0.5374 -0.1259 1.6030 -0.793 1.249 0.658 0.092
```
Positions in Å, forces in eV/Å.

Calculated values
Structure (SMILES) ... C[C@@H]1N[C@H](C)[C@]1(C)O
LUMO energy ... 0.90 eV
2S+1 ... 1

We obtain total energy values of -400.4333, -400.6390, -1024.3141, -741.6502, -366.3588, -366.3323 a.u. for the records listed above, in that order.